(1)
Below is C14H11N2OS3TaTe as an isolated structure at a distorted geometry, with properties calculated with ωB97M-V/def2-TZVPD.

Summary:
Kohn-Sham gap in eV: 6.25
Total energy in Eh: -2243.89628
Lowest unoccupied orbital energy in eV: -8.32
Energy relative to the best compared isomer or geometry (same formula, charge and spin) in kcal per mole: 20.47
Total charge: +2

Element x y z (Å)
Ta: 0.02403 0.01367 0.33032
O: 1.75610 -0.52925 0.80473
N: 2.62772 -1.41845 0.29315
C: 3.81044 -1.62421 0.90663
C: 4.65811 -2.55337 0.38060
C: 4.28288 -3.24136 -0.77860
C: 3.06686 -2.98664 -1.38359
C: 2.20951 -2.04803 -0.83229
S: 0.65221 -1.62456 -1.48466
H: 4.01036 -1.03606 1.78961
H: 5.60175 -2.74099 0.86989
H: 4.95341 -3.97536 -1.20693
H: 2.75651 -3.50045 -2.28394
S: -0.11257 2.39342 0.63306
C: -1.73221 2.00169 0.01445
C: -2.81401 2.84835 0.10434
C: -4.02066 2.40789 -0.41527
C: -4.10341 1.16373 -1.04407
C: -2.99486 0.36351 -1.08514
N: -1.83064 0.75891 -0.53005
H: -2.69479 3.82351 0.55690
H: -4.90093 3.03440 -0.33218
H: -5.02429 0.82564 -1.49531
H: -3.01238 -0.61777 -1.53555
Te: -1.13295 -1.20194 2.41777
C: -2.83622 -1.68390 1.32040
C: -2.88958 -2.57389 0.28080
C: -4.22141 -2.79102 -0.16716
C: -5.12992 -2.06855 0.54840
S: -4.39313 -1.12891 1.76765
H: -2.01844 -3.06387 -0.13410
H: -4.49301 -3.48459 -0.95311
H: -6.20629 -2.06586 0.44304

Forces on atoms 1 to 3 (eV/Å):
-1.7 0.4 0.1
0.9 0.2 0.3
-0.1 -0.2 -0.3

Here are the Löwdin charges for atoms 1 to 2, given in e: 1.1177, -0.3685


(2)
Below is one molecule with the formula C3H4N2O2S at a distorted geometry, with properties calculated with ωB97M-V/def2-TZVPD.

Summary:
Kohn-Sham gap in eV: 8.57
Total energy in Eh: -774.74245
Lowest unoccupied orbital energy in eV: -1.09
SMILES: [H]/N=C(\C=O)NOC=S
Energy relative to the best compared isomer or geometry (same formula, charge and spin) in kcal per mole: 115.67

Element x y z (Å)
C: -0.20356 -0.84968 -0.58973
C: 0.09105 2.55625 0.48728
C: 0.13072 -2.08227 0.21163
H: 0.11586 -1.63801 -2.22568
H: -0.25809 0.09606 1.22045
H: -0.02783 3.50319 -0.13550
H: -0.13469 -3.15832 -0.32338
N: -0.09028 -0.72571 -1.91824
N: -0.51570 0.22547 0.20912
O: -0.47268 1.55285 -0.29306
O: 0.92172 -1.91173 1.27764
S: 0.44347 2.43189 2.07948

Forces on atoms 1 to 3 (eV/Å):
0.2 2.2 -3.3
-1.6 -0.6 0.1
4.3 -0.7 3.7

Here are the Löwdin charges for atoms 1 to 2, given in e: -0.3873, -0.6412


(3)
Below is a 2-piece molecular cluster, C7H8 overall at a distorted geometry, with properties calculated with ωB97M-V/def2-TZVPD.

Summary:
Kohn-Sham gap in eV: 8.80
Total energy in Eh: -271.28661
Lowest unoccupied orbital energy in eV: 0.61
Energy relative to the best compared isomer or geometry (same formula, charge and spin) in kcal per mole: 153.64

Element x y z (Å)
C: 0.21895 1.58068 0.15274
C: 0.47168 0.11662 0.10126
C: -0.01435 -0.65191 -1.10987
C: -1.46141 -0.53001 -1.32135
C: -2.65645 -0.40433 -1.46510
C: 1.12776 -0.49198 1.10198
C: 1.70848 -0.89446 2.22160
H: 0.47529 2.05995 -0.80566
H: -0.84722 1.80103 0.32159
H: 0.78656 2.08976 0.94228
H: 0.33162 -1.37075 2.12694
H: 0.50952 -0.25372 -1.99404
H: 0.26575 -1.70977 -1.02817
H: -3.71300 -0.30617 -1.59342
H: 2.79683 -1.03494 2.34924

Forces on atoms 1 to 3 (eV/Å):
-0.4 1.0 0.0
0.9 -1.2 1.1
0.3 0.0 -0.1

Here are the Löwdin charges for atoms 1 to 2, given in e: -0.0716, -0.3443


(4)
Below is C15H40CrF8NO19PS7 as an isolated structure at a distorted geometry, with properties calculated with ωB97M-V/def2-TZVPD.

Summary:
Kohn-Sham gap (alpha / beta) in eV: 7.56 / 9.12
Total energy in Eh: -7051.83789
Spin multiplicity: 4
Lowest unoccupied orbital energy (alpha / beta) in eV: -5.71 / -4.22
Energy relative to the best compared isomer or geometry (same formula, charge and spin) in kcal per mole: 0.00
Total charge: +1
<S²>: 3.764

Element x y z (Å)
Cr: -0.67289 -0.10309 -0.22588
P: -2.66624 1.35436 -3.02498
F: -3.56130 2.26348 -2.06121
F: -1.96526 0.68634 -1.65744
F: -3.72896 0.15941 -3.08438
F: -1.64271 0.41737 -3.90225
F: -3.26058 2.02953 -4.33327
F: -1.48093 2.49114 -2.95961
N: -2.29298 -0.92102 0.57145
S: -3.78734 -0.42639 0.89305
O: -4.20212 -0.55466 2.25462
O: -4.66397 -0.64464 -0.21020
F: -3.46155 1.15608 0.82219
S: -2.60386 -2.56955 1.04297
O: -3.56637 -3.25942 0.25309
O: -2.47177 -2.82600 2.45188
F: -1.20152 -3.07019 0.49181
O: 0.19609 3.98092 -1.01063
S: -0.58284 3.37224 0.03670
O: -0.71010 1.91714 0.12219
O: -0.04170 3.79701 1.48960
C: 0.54463 5.09961 1.62809
C: 1.28877 5.15246 2.94913
C: -2.24734 4.09407 0.04973
H: -0.21414 5.88110 1.52958
H: 1.23945 5.27694 0.80399
H: 2.16955 4.51566 2.89993
H: 0.60166 4.98802 3.77509
H: 1.69554 6.15832 3.07498
H: -2.67104 3.97314 -0.94405
H: -2.14503 5.14798 0.29776
H: -2.79526 3.53849 0.80750
O: 1.24021 -0.07588 -3.94954
S: 1.55052 0.67148 -2.75837
O: 0.65770 0.60532 -1.62346
O: 3.02739 0.24397 -2.26591
C: 3.97223 -0.23712 -3.22197
C: 5.35325 -0.10794 -2.63438
C: 1.78471 2.38635 -3.24178
H: 3.93732 0.27913 -4.18542
H: 3.74535 -1.28453 -3.43000
H: 5.36083 -0.56159 -1.64280
H: 5.65257 0.93098 -2.47700
H: 6.07647 -0.52135 -3.33486
H: 0.78330 2.72081 -3.50854
H: 2.45166 2.44557 -4.09856
H: 2.22207 2.94260 -2.41642
O: -0.85459 -1.55546 -1.77439
S: -0.80154 -2.77370 -2.58277
O: 0.34635 -3.62319 -2.41240
O: -2.13683 -3.63977 -2.29150
C: -1.96728 -5.05364 -2.08265
C: -3.34575 -5.69065 -1.97312
C: -1.09926 -2.36788 -4.30231
H: -1.50988 -5.17938 -1.09711
H: -1.32338 -5.55539 -2.80246
H: -3.86771 -5.36050 -1.07954
H: -3.26206 -6.77109 -2.06749
H: -3.96432 -5.36014 -2.81211
H: -1.06115 -3.28891 -4.88165
H: -0.37691 -1.64506 -4.67455
H: -2.09851 -1.94467 -4.39291
O: 0.96681 -1.50661 0.05803
S: 2.13407 -2.35597 0.24243
O: 3.01759 -2.57727 -0.86434
O: 2.99028 -1.62901 1.45015
C: 4.26342 -2.26331 1.76162
C: 5.15745 -1.11328 2.19211
C: 1.68735 -3.89484 1.07206
H: 4.67327 -2.78828 0.90009
H: 4.16018 -2.94780 2.60535
H: 5.01977 -0.27780 1.50519
H: 6.20226 -1.38760 2.03664
H: 4.91114 -0.81237 3.20609
H: 1.26383 -4.61379 0.37278
H: 0.92235 -3.59187 1.78377
H: 2.58866 -4.31522 1.50726
O: -0.19730 0.11236 1.84176
S: -0.24072 0.55912 3.22978
O: 0.96391 0.96890 3.90870
O: -1.32572 1.73362 3.25057
C: -1.34087 2.54115 4.45009
C: -2.50427 3.51319 4.28688
C: -1.09260 -0.71023 4.23964
H: -0.35481 2.96110 4.63005
H: -1.58949 2.01057 5.37584
H: -3.42131 3.00610 4.00461
H: -2.21312 4.32794 3.62048
H: -2.64467 4.02070 5.24384
H: -1.14373 -0.22553 5.21164
H: -0.39982 -1.54491 4.30589
H: -2.04453 -0.90325 3.75549

Forces on atoms 1 to 3 (eV/Å):
-0.6 0.5 -2.6
0.2 0.4 -2.5
-0.1 -0.4 0.1

Here are the Löwdin charges for atoms 1 to 2, given in e: 1.0845, 0.2293